A 2-piece molecular cluster, C12H23B overall at a distorted geometry. Source: the Open Molecules 2025 dataset; level of theory: ωB97M-V/def2-TZVPD.

```
36
Properties=species:S:1:pos:R:3
B -1.681 0.021 0.934
C 2.932 -0.526 0.786
C 2.083 -1.503 1.198
C 4.098 -1.323 0.245
C 2.993 0.750 0.403
C 4.595 -0.483 -0.917
C 4.373 0.884 -0.275
C -3.538 -1.493 0.278
C -1.387 -1.540 -1.187
C -2.024 2.568 1.302
C -1.986 1.758 -1.113
C -1.936 -1.395 0.275
C -2.326 1.369 0.336
H 2.515 -2.046 2.057
H 4.828 -1.472 0.942
H 3.899 -2.359 -0.033
H -1.237 -0.015 1.937
H 2.502 1.593 0.727
H 5.630 -0.835 -1.180
H 3.836 -0.790 -1.737
H 4.354 1.597 -0.974
H 5.040 1.063 0.579
H -3.979 -2.554 0.551
H -3.937 -1.161 -0.634
H -3.914 -0.757 1.026
H -0.297 -1.646 -1.234
H -1.961 -2.452 -1.506
H -1.762 -0.589 -1.757
H -1.296 2.352 2.177
H -2.917 2.870 1.666
H -1.720 3.403 0.670
H -2.857 1.442 -1.878
H -1.716 2.794 -1.227
H -1.063 1.133 -1.557
H -1.413 -2.140 0.917
H -3.436 1.118 0.360
```

Results
Frontier orbital gap (spin up / spin down) = 7.69 / 7.69 eV
Total charge = 0
HOMO level (spin up / spin down) = -8.031 / -8.030 eV
Multiplicity = 1
Energy relative to the best compared isomer or geometry (same formula, charge and spin) = 146.95 kcal/mol
Lowest unoccupied orbital energy (spin up / spin down) = -0.3 / -0.3 eV
E = -495.58924 hartree

---

One molecule with the formula C6H2 at a distorted geometry. Source: the Open Molecules 2025 dataset; level of theory: ωB97M-V/def2-TZVPD.

```
8
Properties=species:S:1:pos:R:3
C 1.983 0.394 -0.240
C 1.945 1.016 1.076
C 1.061 -0.527 -0.176
C 0.511 0.930 0.712
C -0.259 0.027 -0.014
C -1.452 -0.435 -0.349
H -2.280 0.179 -0.354
H -1.509 -1.585 -0.656
```

Results
Frontier orbital gap = 7.55 eV
Total charge = 0
HOMO level = -8.592 eV
Multiplicity = 1
Energy relative to the best compared isomer or geometry (same formula, charge and spin) = 135.53 kcal/mol
Lowest unoccupied orbital energy = -1.0 eV
E = -229.42146 hartree

---

A 2-piece molecular cluster, C6H14NO overall at a distorted geometry. Source: the Open Molecules 2025 dataset; level of theory: ωB97M-V/def2-TZVPD.

```
22
Properties=species:S:1:pos:R:3
C -2.107 0.605 -0.327
C -1.649 0.030 0.984
C -0.080 -0.269 1.050
C 0.437 -1.528 0.981
C 1.882 -1.851 1.031
C 2.477 -2.036 -0.139
N -1.430 1.949 -0.433
H -3.268 0.854 -0.405
H -1.685 -0.025 -1.202
H -1.980 0.835 1.704
H -2.188 -0.874 1.288
H 0.578 0.444 1.311
H -0.275 -2.495 0.886
H 2.173 -2.021 2.038
H 2.256 -2.144 -1.251
H 3.580 -2.046 -0.109
H -0.769 2.283 0.326
H -2.092 2.682 -0.810
H -0.731 1.850 -1.300
H 0.922 0.869 -2.418
H 1.640 2.186 -1.881
O 0.760 1.781 -2.077
```

Results
Frontier orbital gap = 9.57 eV
Total charge = +1
HOMO level = -12.809 eV
Multiplicity = 1
Energy relative to the best compared isomer or geometry (same formula, charge and spin) = 67.68 kcal/mol
Lowest unoccupied orbital energy = -3.2 eV
E = -366.65938 hartree

---

One molecule with the formula C9H10O2 at a distorted geometry. Source: the Open Molecules 2025 dataset; level of theory: ωB97M-V/def2-TZVPD.

```
21
Properties=species:S:1:pos:R:3
C 2.806 -1.362 -0.244
C 2.551 -0.061 -0.716
C 1.748 -1.993 0.402
C 1.331 0.643 -0.532
C 0.510 -1.354 0.667
C 0.308 -0.101 0.142
C -2.710 -1.237 -0.161
C -0.980 0.617 0.393
C -0.998 2.095 0.540
O -2.162 0.002 0.070
O -4.019 -1.239 -0.542
H 3.744 -1.914 -0.535
H 3.470 0.460 -1.157
H 2.118 -2.840 0.860
H 0.988 1.512 -1.145
H -0.220 -1.965 1.266
H -1.994 -1.996 -0.489
H -0.722 2.685 -0.293
H -0.294 2.343 1.316
H -1.995 2.425 0.776
H -4.449 -0.339 -0.544
```

Results
Frontier orbital gap (spin up / spin down) = 7.37 / 7.44 eV
Total charge = 0
HOMO level (spin up / spin down) = -6.882 / -6.747 eV
Multiplicity = 1
Energy relative to the best compared isomer or geometry (same formula, charge and spin) = 106.73 kcal/mol
Lowest unoccupied orbital energy (spin up / spin down) = 0.5 / 0.7 eV
E = -499.26170 hartree

---

A 6-piece molecular cluster, C25H56BNO6 overall at a distorted geometry. Source: the Open Molecules 2025 dataset; level of theory: ωB97M-V/def2-TZVPD.

```
89
Properties=species:S:1:pos:R:3
O 2.410 -1.633 1.617
B 1.539 -0.924 0.853
C 0.021 -0.988 1.247
C -0.725 -2.127 1.124
C -2.037 -2.201 1.499
N -2.673 -1.160 2.021
C -1.959 -0.051 2.118
C -0.653 0.104 1.763
H 1.911 -2.005 2.355
H 1.971 -0.288 -0.052
H -0.258 -3.017 0.720
H -2.562 -3.138 1.384
H -2.473 0.820 2.518
H -0.151 1.051 1.881
C 3.293 1.609 4.269
C 3.525 1.658 2.768
O 2.618 2.498 2.075
C 2.631 3.866 2.445
C 3.968 4.551 2.224
H 2.263 1.320 4.487
H 3.967 0.887 4.730
H 3.470 2.577 4.740
H 3.379 0.661 2.355
H 4.560 1.940 2.543
H 2.301 3.984 3.482
H 1.876 4.349 1.822
H 4.749 4.132 2.860
H 3.888 5.614 2.455
H 4.290 4.437 1.188
C -0.005 -4.275 -4.302
C -0.763 -3.765 -3.089
O 0.073 -3.307 -2.041
C 0.934 -2.228 -2.357
C 0.205 -0.967 -2.787
H 0.703 -5.054 -4.017
H -0.698 -4.683 -5.038
H 0.564 -3.479 -4.788
H -1.348 -4.581 -2.663
H -1.478 -2.986 -3.375
H 1.668 -2.533 -3.111
H 1.495 -2.018 -1.447
H -0.338 -1.112 -3.723
H 0.915 -0.153 -2.937
H -0.520 -0.667 -2.028
C -8.623 -0.086 1.657
C -8.176 -0.543 0.278
O -7.564 0.473 -0.494
C -6.386 1.043 0.050
C -5.260 0.047 0.266
H -9.284 0.779 1.577
H -9.154 -0.890 2.167
H -7.777 0.202 2.283
H -9.049 -0.860 -0.293
H -7.517 -1.415 0.354
H -6.616 1.574 0.981
H -6.068 1.799 -0.669
H -5.517 -0.704 1.013
H -4.363 0.558 0.611
H -5.030 -0.477 -0.664
C 3.467 -8.081 -7.335
C 2.540 -6.934 -6.967
O 2.779 -6.393 -5.681
C 4.064 -5.840 -5.462
C 4.402 -4.683 -6.386
H 3.421 -8.866 -6.579
H 3.179 -8.502 -8.298
H 4.505 -7.756 -7.411
H 1.513 -7.298 -6.945
H 2.577 -6.146 -7.727
H 4.831 -6.621 -5.521
H 4.059 -5.487 -4.430
H 4.462 -4.998 -7.428
H 5.367 -4.253 -6.113
H 3.639 -3.906 -6.319
C -0.528 5.823 5.742
C 0.718 6.673 5.922
O 1.521 6.768 4.759
C 0.905 7.345 3.622
C 0.439 8.775 3.830
H -0.263 4.827 5.383
H -1.057 5.725 6.690
H -1.218 6.261 5.020
H 1.355 6.219 6.681
H 0.458 7.672 6.289
H 0.079 6.712 3.276
H 1.662 7.325 2.836
H -0.352 8.840 4.579
H 0.049 9.184 2.898
H 1.266 9.401 4.169
```

Results
Frontier orbital gap = 10.03 eV
Total charge = 0
HOMO level = -9.418 eV
Multiplicity = 1
SMILES = OBc1ccncc1.CCOCC.CCOCC.CCOCC.CCOCC.CCOCC
Lowest unoccupied orbital energy = 0.6 eV
E = -1517.13330 hartree

---

An isolated ion of composition C4H13N2O and charge +1 at a distorted geometry. Source: the Open Molecules 2025 dataset; level of theory: ωB97M-V/def2-TZVPD.

```
20
Properties=species:S:1:pos:R:3
N 0.977 1.466 -0.342
C 1.934 0.684 0.532
C 1.338 -0.753 0.765
N 0.224 -0.961 -0.180
C -1.127 -1.173 0.337
C -2.024 -0.533 -0.780
O -1.791 0.854 -0.573
H 1.202 1.312 -1.287
H 1.173 2.543 -0.201
H -0.035 1.269 -0.185
H 2.962 0.712 0.089
H 1.947 1.206 1.460
H 2.148 -1.499 0.627
H 0.875 -0.822 1.783
H 0.504 -1.605 -0.899
H -1.473 -2.197 0.608
H -1.379 -0.499 1.271
H -3.017 -0.608 -0.496
H -1.849 -0.777 -1.916
H -2.592 1.381 -0.612
```

Results
Frontier orbital gap = 9.99 eV
Total charge = +1
HOMO level = -13.127 eV
Multiplicity = 1
SMILES = [NH3+]CCNCCO
Energy relative to the best compared isomer or geometry (same formula, charge and spin) = 59.19 kcal/mol
Lowest unoccupied orbital energy = -3.1 eV
E = -344.67252 hartree

---

A 2-piece molecular cluster, C31H27F6N3OS overall at a distorted geometry. Source: the Open Molecules 2025 dataset; level of theory: ωB97M-V/def2-TZVPD.

```
69
Properties=species:S:1:pos:R:3
C -2.078 4.097 3.019
N -1.796 2.690 3.167
C -2.785 1.790 3.464
O -3.961 2.077 3.666
C -2.139 0.402 3.515
C -2.677 -0.561 2.461
C -4.160 -0.825 2.608
C -5.036 -0.488 1.570
C -6.417 -0.622 1.749
C -6.918 -1.136 2.951
C -6.035 -1.520 3.973
C -4.654 -1.368 3.794
N -0.719 0.718 3.337
C 0.206 -0.268 3.331
C 1.569 -0.062 3.180
C 2.580 -1.039 3.333
C 3.994 -0.701 3.228
C 4.987 -1.674 3.465
C 6.332 -1.419 3.241
C 6.752 -0.113 2.917
C 8.149 0.185 2.755
N 9.288 0.439 2.634
C 5.786 0.895 2.771
C 4.428 0.597 2.875
C -0.441 2.149 3.109
C 0.164 2.435 1.724
C 0.420 2.762 4.224
H -3.157 4.244 3.087
H -1.582 4.680 3.805
H -1.718 4.449 2.045
H -2.311 -0.017 4.527
H -2.480 -0.120 1.474
H -2.115 -1.502 2.544
H -4.613 -0.091 0.645
H -7.090 -0.319 0.943
H -7.995 -1.241 3.096
H -6.408 -1.936 4.910
H -3.944 -1.650 4.578
H -0.195 -1.284 3.457
H 1.875 0.964 2.961
H 2.300 -1.905 3.948
H 4.697 -2.664 3.818
H 7.076 -2.213 3.331
H 6.106 1.917 2.559
H 3.707 1.390 2.680
H -0.536 2.117 0.937
H 0.356 3.513 1.630
H 1.105 1.903 1.569
H -0.119 2.706 5.181
H 1.375 2.241 4.332
H 0.617 3.815 3.984
F 2.523 -6.908 5.236
C 3.829 -6.515 5.176
F 4.036 -5.644 6.223
F 4.601 -7.616 5.430
C 4.162 -5.861 3.853
C 5.455 -6.018 3.350
C 5.799 -5.374 2.158
C 7.207 -5.509 1.626
F 7.234 -5.483 0.260
F 7.994 -4.455 2.057
F 7.838 -6.650 2.029
C 4.898 -4.556 1.500
C 3.643 -4.260 2.104
S 2.713 -2.938 1.640
C 3.228 -5.078 3.194
H 6.172 -6.643 3.867
H 5.185 -4.077 0.571
H 2.213 -4.997 3.565
```

Results
Frontier orbital gap = 5.67 eV
Total charge = 0
HOMO level = -7.513 eV
Multiplicity = 1
Lowest unoccupied orbital energy = -1.8 eV
E = -2434.37924 hartree